DFT (the ωB97M-V functional and the def2-TZVPD basis) results for a cluster of 4 separate species, C2H10NO5 in total in a non-equilibrium geometry.

Cartesian coordinates (Å):
O (2.16217, 0.48592, -0.00929)
C (0.94840, 0.59348, -0.15689)
N (-0.01223, 0.42886, 0.76876)
C (-1.42346, 0.28328, 0.33368)
O (-1.71062, -0.93484, -0.08237)
H (0.57204, 0.66326, -1.18254)
H (0.06526, -0.14117, 1.60732)
H (-1.98539, 0.49921, 1.27897)
H (-1.67604, 1.14512, -0.30211)
H (-0.99357, -3.35597, 1.70962)
H (-1.56570, -1.92990, 1.13409)
O (-1.17698, -2.43887, 1.96928)
H (2.72637, 3.36810, -0.47203)
H (3.33985, 2.09294, 0.06565)
O (3.61087, 3.02330, -0.20087)
H (-1.34040, -0.94369, -1.55600)
H (-0.48670, -1.77131, -2.36948)
O (-1.05387, -1.06771, -2.53581)

Atomic forces in eV per Å
0.2 0.4 0.6
0.2 -1.4 0.1
-0.5 0.2 -0.2
-0.6 0.9 1.9
-0.4 -0.9 -0.8
-0.5 0.6 -0.1
1.1 0.3 -0.2
0.2 0.2 -0.2
0.2 -0.2 -0.6
-0.2 0.7 -0.1
0.9 -0.7 0.7
-0.5 0.1 -0.7
1.1 -0.2 0.2
0.5 1.1 -0.5
-1.6 -0.9 0.2
-0.4 0.0 -0.5
1.8 -2.1 -0.1
-1.4 1.9 0.2

Computed properties:
- spin multiplicity = 1
- total charge = -1
- HOMO level (eV) = -5.122